2 unconnected molecules or ions with the total composition C18H29NO3 at a distorted geometry. Source: the Open Molecules 2025 dataset; level of theory: ωB97M-V with the def2-TZVPD basis set.

Computed properties:
**E_HOMO**: -0.35340 hartree
**Total charge**: 0
**Kohn-Sham gap**: 10.5 eV
**Energy above the lowest of the compared OMol25 structures with the same formula, charge and spin**: 215.21 kJ/mol

```
51
Properties=species:S:1:pos:R:3:forces:R:3:nbo_charge:R:1
C -2.20844 -3.40072 3.80385 0.322 0.565 -0.211 -0.608
C -1.56887 -3.15092 2.42866 -0.401 -0.192 0.020 -0.403
C -1.14751 -4.42840 1.71186 0.177 0.355 0.047 -0.386
C -0.91174 -4.26262 0.21710 0.811 0.123 0.188 -0.388
C 0.31298 -3.35751 -0.07565 -0.707 -0.280 0.227 -0.398
C -0.11952 -1.92540 -0.37920 0.284 -0.320 -0.216 -0.457
C 0.95705 -0.86317 -0.22943 0.408 -0.838 0.654 0.546
O 0.53606 0.38168 0.22019 -0.387 0.010 -0.015 -0.542
C -0.72487 0.87177 -0.20711 -0.010 0.431 -0.306 -0.065
C -0.89406 1.04970 -1.70471 -1.127 0.245 -0.048 -0.440
C -2.39474 1.30340 -2.00727 0.416 -0.294 0.230 -0.607
C 2.18853 -1.18670 0.62902 0.387 0.428 -1.371 -0.418
C 3.14954 -0.10332 0.08908 -0.281 -0.215 0.442 -0.531
C 2.62058 0.15507 -1.31115 0.524 1.326 -1.407 0.818
O 3.00193 0.97294 -2.14451 -0.817 -2.048 1.761 -0.572
O 1.59816 -0.74339 -1.52673 0.119 1.396 -0.468 -0.545
H -2.05048 -4.41093 4.15830 -0.011 -0.247 0.067 0.204
H -1.78760 -2.71566 4.53127 0.068 0.025 0.280 0.208
H -3.26700 -3.17872 3.76631 -0.306 -0.233 0.063 0.208
H -0.73452 -2.46474 2.52782 0.270 0.083 -0.044 0.196
H -2.29827 -2.64165 1.80213 -0.131 0.153 -0.117 0.189
H -1.87986 -5.20404 1.91794 -0.195 -0.159 -0.113 0.201
H -0.20189 -4.76364 2.13591 0.074 -0.247 0.233 0.192
H -1.78680 -3.84678 -0.27251 -0.279 -0.153 -0.199 0.194
H -0.67841 -5.24393 -0.18139 -0.292 -0.220 -0.273 0.207
H 0.95272 -3.41280 0.79851 0.211 0.107 0.145 0.197
H 0.86617 -3.78264 -0.90440 0.251 0.088 -0.222 0.210
H -0.99862 -1.70495 0.20953 -0.003 0.288 0.319 0.222
H -0.43554 -1.90385 -1.41715 -0.234 0.099 -0.183 0.228
H -1.55246 0.29156 0.19584 0.028 -0.409 0.108 0.158
H -0.80405 1.85811 0.23436 0.095 0.158 0.249 0.216
H -0.35394 1.92727 -2.03253 0.558 -0.056 -0.105 0.216
H -0.59165 0.17830 -2.26538 0.403 -0.075 -0.094 0.213
H -2.96508 1.39346 -1.08750 -0.154 0.161 0.165 0.197
H -2.54645 2.20204 -2.58826 -0.080 0.169 -0.175 0.212
H -2.80948 0.45864 -2.54397 -0.197 -0.080 -0.188 0.206
H 2.02363 -1.18961 1.69357 -0.026 -0.030 0.262 0.225
H 2.57955 -2.11284 0.23061 -0.062 -0.529 0.496 0.211
H 3.12121 0.75481 0.74615 0.079 0.505 -0.294 0.249
H 4.17471 -0.43843 -0.01133 0.237 -0.056 0.105 0.236
C 0.99187 6.30697 -1.67789 0.012 0.025 -0.033 -0.169
C 0.09409 6.27437 -0.62311 0.002 -0.001 -0.005 -0.265
C -0.00240 5.10930 0.12175 -0.014 -0.038 0.039 0.030
N 0.71958 4.01689 -0.11898 -0.054 0.048 -0.012 -0.432
C 1.57794 4.06277 -1.13710 0.057 -0.152 0.034 0.030
C 1.75066 5.17908 -1.94237 -0.030 0.041 0.018 -0.258
H 1.09741 7.19737 -2.28429 -0.001 0.006 -0.003 0.216
H -0.51940 7.13151 -0.38208 -0.010 0.000 0.017 0.218
H -0.69258 5.04235 0.95621 -0.018 0.046 -0.003 0.189
H 2.14934 3.15806 -1.31432 0.022 0.021 -0.060 0.217
H 2.46252 5.15993 -2.75565 0.011 -0.031 -0.003 0.223
```
Positions in Å, forces in eV/Å.

C20H21NO4 in the gas phase. Source: the Open Molecules 2025 dataset; level of theory: ωB97M-V with the def2-TZVPD basis set.

Computed properties:
**E_HOMO**: -0.28857 hartree
**Total charge**: 0
**Kohn-Sham gap**: 8.6 eV
**Energy above the lowest of the compared OMol25 structures with the same formula, charge and spin**: 179.90 kJ/mol

```
46
Properties=species:S:1:pos:R:3:forces:R:3:nbo_charge:R:1
C 0.59710 4.54981 2.35489 -0.165 -0.349 -0.102 -0.638
C -0.28776 3.34352 2.67325 -0.102 0.478 0.416 0.111
C -0.13194 2.85022 4.11305 -0.046 -0.070 -0.399 -0.637
O -0.19807 2.30569 1.70564 0.115 -0.280 -0.207 -0.529
C 0.92417 1.57789 1.44134 0.112 -0.205 -0.167 0.382
C 2.15516 1.69201 2.07294 -0.146 0.276 0.207 -0.320
C 3.21486 0.88103 1.70159 0.046 -0.108 -0.083 -0.180
C 3.06146 -0.05779 0.70277 0.156 -0.019 0.013 -0.241
C 1.83545 -0.18060 0.06943 0.026 0.050 0.083 -0.188
C 0.76594 0.62141 0.42007 -0.178 0.140 0.136 -0.090
C -0.57852 0.53426 -0.27602 -0.015 0.049 0.057 -0.268
C -0.73281 1.70163 -1.26023 -0.013 0.111 0.145 -0.494
C 0.18006 1.55701 -2.45610 -0.156 0.253 0.098 0.688
O 0.75144 2.47677 -2.99896 0.065 0.193 -0.034 -0.598
N 0.27025 0.28463 -2.93376 0.315 -0.214 -0.474 -0.613
C -0.31743 -0.83177 -2.34664 -0.355 -0.461 0.332 0.132
C -0.44737 -2.01303 -3.06076 -0.049 -0.054 0.151 -0.269
C -1.01385 -3.13282 -2.46671 -0.041 0.041 0.121 0.221
C -1.43234 -3.07184 -1.13518 0.086 -0.013 -0.027 0.255
C -1.30776 -1.87979 -0.43245 -0.003 -0.228 -0.330 -0.244
C -0.76139 -0.75675 -1.02202 -0.024 0.001 -0.130 0.018
O -1.96051 -4.16194 -0.48613 -0.093 0.336 0.065 -0.497
C -1.71805 -5.37619 -1.15904 0.076 -0.276 -0.467 -0.097
C -2.01465 -5.22082 -2.65007 -0.252 -0.271 0.474 -0.096
O -1.14499 -4.26975 -3.22294 0.271 0.368 -0.011 -0.482
H 0.26699 5.40001 2.94619 -0.023 0.084 0.063 0.217
H 0.50740 4.80226 1.30079 0.000 0.073 -0.078 0.224
H 1.64388 4.36441 2.57404 0.096 0.028 0.030 0.207
H -1.33369 3.65745 2.54394 0.245 -0.029 0.072 0.189
H -0.49596 3.61589 4.79323 -0.027 0.077 0.073 0.217
H -0.72159 1.94751 4.25591 -0.057 -0.060 0.063 0.221
H 0.90037 2.62926 4.36552 0.081 -0.006 0.064 0.207
H 2.31401 2.41092 2.85808 -0.044 0.060 0.049 0.211
H 4.16398 0.99230 2.20494 0.067 0.011 0.046 0.211
H 3.88624 -0.69095 0.41381 0.075 -0.054 -0.023 0.212
H 1.71162 -0.92020 -0.70706 -0.043 -0.079 -0.065 0.218
H -1.35107 0.62931 0.49311 0.031 -0.037 -0.145 0.240
H -0.52872 2.65205 -0.77002 0.018 -0.033 -0.125 0.248
H -1.75911 1.72430 -1.63948 -0.013 0.014 -0.025 0.233
H 0.78792 0.15314 -3.79274 -0.025 0.170 0.135 0.411
H -0.11684 -2.08543 -4.08486 0.013 -0.004 -0.176 0.223
H -1.63887 -1.85492 0.59340 -0.045 0.010 0.180 0.225
H -2.36979 -6.12121 -0.70053 0.077 0.016 -0.078 0.201
H -0.66810 -5.67404 -1.02986 -0.108 0.007 0.015 0.178
H -1.84964 -6.15536 -3.18802 -0.054 0.053 0.077 0.202
H -3.05750 -4.89946 -2.77835 0.105 -0.051 -0.021 0.179
```
Positions in Å, forces in eV/Å.

2 unconnected molecules or ions with the total composition C4H13NO. Source: the Open Molecules 2025 dataset; level of theory: ωB97M-V with the def2-TZVPD basis set.

Computed properties:
**E_HOMO**: -0.31071 hartree
**Total charge**: 0
**Kohn-Sham gap**: 9.3 eV
**Energy above the lowest of the compared OMol25 structures with the same formula, charge and spin**: 82.18 kJ/mol

```
19
Properties=species:S:1:pos:R:3:forces:R:3:nbo_charge:R:1
C -1.79965 -0.08112 1.50525 -0.092 0.083 -0.457 -0.636
C -2.41088 0.39516 0.19717 -0.295 0.226 0.431 -0.057
O -1.71392 -0.20865 -0.87778 0.208 -0.195 -0.314 -0.740
H -2.33641 0.35564 2.34269 -0.035 0.027 0.115 0.212
H -1.86220 -1.16427 1.56621 -0.027 -0.129 0.063 0.209
H -0.75402 0.21050 1.55218 0.106 0.039 0.074 0.230
H -3.47432 0.11851 0.15514 0.122 0.083 0.017 0.156
H -2.33555 1.48957 0.12663 -0.056 -0.117 0.030 0.157
H -2.09669 0.08674 -1.70993 0.024 -0.025 0.066 0.474
C 1.99241 0.94621 -1.04403 -0.012 -0.038 0.016 -0.410
N 1.31043 0.08078 -0.10595 -0.335 -0.063 -0.076 -0.640
C 2.00461 -1.17354 0.09415 0.013 0.049 -0.022 -0.411
H 2.96830 1.21194 -0.63339 0.028 0.079 -0.069 0.186
H 1.41115 1.85764 -1.17410 0.054 0.082 -0.057 0.195
H 2.15213 0.48621 -2.03271 0.034 0.024 0.017 0.156
H 0.37029 -0.11035 -0.44586 0.150 0.086 0.062 0.380
H 2.17237 -1.73638 -0.83792 0.030 -0.007 0.030 0.157
H 2.97691 -0.97056 0.54717 0.029 -0.104 0.029 0.185
H 1.42502 -1.79404 0.77507 0.052 -0.101 0.046 0.198
```
Positions in Å, forces in eV/Å.